P:
{
  "formula": "C25H35N3O3V",
  "method": "ωB97M-V with the def2-TZVPD basis set",
  "symbols": ["V", "C", "N", "C", "C", "C", "C", "C", "C", "C", "C", "H", "H", "H", "H", "H", "H", "H", "H", "H", "H", "H", "H", "C", "N", "C", "C", "N", "C", "H", "H", "H", "H", "H", "H", "C", "C", "O", "H", "H", "H", "H", "H", "H", "C", "C", "C", "C", "C", "C", "C", "C", "C", "C", "O", "O", "H", "H", "H", "H", "H", "H", "H", "H", "H", "H", "H"],
  "xyz": [[0.81139, -0.98265, 0.28244], [1.12236, -2.70813, 2.85945], [1.04483, -1.28537, 2.50810], [0.03235, -0.65144, 3.35211], [2.36147, -0.64040, 2.72551], [3.36124, -1.17402, 1.71907], [4.67847, -1.40701, 2.08080], [5.56127, -1.97387, 1.16680], [5.09770, -2.31404, -0.09366], [3.77337, -2.05644, -0.44312], [2.85101, -1.46853, 0.43284], [1.36126, -2.82804, 3.92521], [1.88982, -3.19220, 2.26043], [0.16388, -3.18493, 2.65688], [0.22434, -0.84068, 4.41726], [-0.95578, -1.03274, 3.09402], [0.04549, 0.42210, 3.17557], [2.69291, -0.81720, 3.75982], [2.21767, 0.43409, 2.58346], [5.02469, -1.16218, 3.08102], [6.59072, -2.16280, 1.44494], [5.76909, -2.77928, -0.80736], [3.45567, -2.33477, -1.44714], [-0.79933, -0.99303, -5.10680], [0.04675, -0.81812, -3.94060], [1.28565, -0.22250, -3.91194], [1.68799, -0.25023, -2.61264], [0.71181, -0.84028, -1.84141], [-0.25041, -1.17168, -2.67701], [-0.17521, -1.14656, -5.98360], [-1.42950, -0.11734, -5.26009], [-1.42918, -1.86882, -4.96863], [1.75612, 0.15718, -4.80168], [2.60372, 0.09917, -2.16728], [-1.19932, -1.60255, -2.39646], [-2.50331, -4.22866, 0.15227], [-1.82923, -2.89867, 0.39646], [-0.41376, -2.97928, 0.12273], [-3.56468, -4.16615, 0.39574], [-2.05540, -5.01335, 0.76241], [-2.42357, -4.52440, -0.89767], [-1.90122, -2.60314, 1.44203], [-2.27697, -2.09197, -0.18336], [-0.29774, -3.33699, -0.76506], [-3.48388, 6.14721, -0.41157], [-2.75814, 4.84208, -0.23238], [-2.38702, 4.07059, -1.32407], [-1.73374, 2.85205, -1.17157], [-1.36191, 2.03958, -2.38147], [-1.43553, 2.40230, 0.11327], [-1.79694, 3.15931, 1.22829], [-1.46997, 2.68156, 2.61565], [-2.45506, 4.36653, 1.03787], [-0.71410, 1.09697, 0.28481], [-1.33660, 0.00714, 0.22371], [0.54374, 1.10541, 0.46402], [-3.39883, 6.51052, -1.43550], [-3.08777, 6.91521, 0.25381], [-4.54725, 6.03913, -0.18635], [-2.61059, 4.42434, -2.32550], [-1.57944, 2.59034, -3.29683], [-1.92308, 1.10280, -2.39751], [-0.30025, 1.78356, -2.37859], [-0.38926, 2.64746, 2.76864], [-1.85980, 1.67617, 2.78594], [-1.89974, 3.34379, 3.36632], [-2.73321, 4.95391, 1.90711]],
  "mulliken_spin": [1.035, 0.010, -0.033, 0.014, 0.012, -0.035, 0.001, 0.003, -0.002, 0.009, -0.009, 0.003, -0.001, 0.001, 0.000, 0.000, -0.002, 0.004, 0.006, 0.000, 0.000, 0.000, -0.004, 0.000, -0.002, 0.004, -0.007, -0.003, -0.001, 0.000, 0.000, 0.000, 0.001, -0.003, 0.000, 0.002, 0.005, 0.005, 0.000, 0.000, 0.000, -0.003, 0.000, -0.002, 0.000, 0.000, 0.001, -0.001, 0.000, 0.006, -0.004, 0.000, 0.000, -0.025, 0.012, 0.002, 0.000, 0.000, 0.000, 0.000, 0.000, 0.000, 0.000, 0.000, 0.000, 0.000, 0.000],
  "homo_lumo_gap_ev": [5.7, 5.1],
  "multiplicity": 2,
  "e_homo_ev": [-5.47, -4.90]
}


Q:
{
  "formula": "C25H35N3O3V",
  "method": "ωB97M-V with the def2-TZVPD basis set",
  "symbols": ["V", "C", "N", "C", "C", "C", "C", "C", "C", "C", "C", "H", "H", "H", "H", "H", "H", "H", "H", "H", "H", "H", "H", "C", "N", "C", "C", "N", "C", "H", "H", "H", "H", "H", "H", "C", "C", "O", "H", "H", "H", "H", "H", "H", "C", "C", "C", "C", "C", "C", "C", "C", "C", "C", "O", "O", "H", "H", "H", "H", "H", "H", "H", "H", "H", "H", "H"],
  "xyz": [[0.23019, -0.59767, 0.98225], [-1.40604, -2.83955, 2.46962], [-1.30470, -2.34274, 1.09582], [-0.97404, -3.46202, 0.20799], [-2.60262, -1.75136, 0.70451], [-2.77152, -0.41361, 1.38077], [-4.01838, 0.02147, 1.80837], [-4.15159, 1.27046, 2.40487], [-3.02448, 2.06165, 2.57478], [-1.78113, 1.59548, 2.15464], [-1.59839, 0.34444, 1.54953], [-2.15283, -3.64263, 2.53605], [-1.70307, -2.02950, 3.13267], [-0.44268, -3.23208, 2.79717], [-1.73659, -4.25103, 0.27451], [-0.01250, -3.88466, 0.50323], [-0.91327, -3.09960, -0.81557], [-3.41893, -2.44530, 0.95558], [-2.58164, -1.62993, -0.37975], [-4.88879, -0.61519, 1.68121], [-5.12261, 1.61682, 2.73713], [-3.11131, 3.03945, 3.03603], [-0.92305, 2.24801, 2.32401], [3.07174, -2.23706, 5.57080], [2.03749, -1.57893, 4.79353], [0.97217, -0.86372, 5.28574], [0.27010, -0.42726, 4.20473], [0.89307, -0.85795, 3.06148], [1.95095, -1.54114, 3.44942], [2.85197, -2.10176, 6.62590], [4.04507, -1.79974, 5.35570], [3.09180, -3.30283, 5.35089], [0.81754, -0.73777, 6.34295], [-0.63399, 0.15599, 4.15045], [2.66797, -2.01590, 2.79883], [2.07337, 2.43422, -1.06877], [2.70115, 1.86299, 0.18322], [1.75116, 1.15100, 0.99658], [2.82890, 2.94864, -1.66494], [1.29926, 3.16391, -0.81526], [1.62408, 1.64900, -1.67330], [3.14287, 2.65125, 0.79775], [3.48778, 1.14982, -0.06374], [0.88767, 1.58902, 0.90637], [1.27861, 3.03310, -6.27176], [0.86296, 2.08045, -5.18408], [1.64126, 0.97421, -4.86818], [1.25849, 0.07508, -3.87807], [2.13443, -1.09597, -3.52234], [0.05960, 0.29091, -3.20455], [-0.74377, 1.39276, -3.50000], [-2.02763, 1.61800, -2.74798], [-0.32430, 2.27630, -4.48648], [-0.36275, -0.63200, -2.08815], [-1.25101, -1.45191, -2.25643], [0.27370, -0.41525, -0.98245], [2.34878, 2.96673, -6.46863], [1.04526, 4.06456, -6.00451], [0.75670, 2.81186, -7.20567], [2.57195, 0.80645, -5.40098], [2.91968, -1.23588, -4.26462], [1.55415, -2.01829, -3.45724], [2.60347, -0.94338, -2.54739], [-1.87089, 1.55749, -1.66781], [-2.76393, 0.85423, -3.00252], [-2.44749, 2.59658, -2.97934], [-0.93943, 3.14130, -4.71458]],
  "mulliken_spin": [1.027, 0.006, -0.033, 0.004, 0.008, -0.008, -0.010, 0.014, -0.010, 0.026, -0.052, 0.002, -0.003, -0.001, 0.000, 0.000, -0.002, 0.001, -0.004, -0.001, 0.001, -0.001, 0.001, 0.000, 0.002, -0.003, 0.011, 0.009, 0.019, 0.000, 0.000, 0.000, 0.000, -0.002, -0.002, -0.003, 0.002, 0.015, 0.000, 0.000, 0.002, 0.000, -0.001, -0.004, 0.000, 0.000, 0.000, -0.002, 0.001, 0.001, 0.002, 0.001, 0.000, -0.010, 0.000, -0.002, 0.000, 0.000, 0.000, 0.000, 0.000, 0.000, -0.001, 0.000, 0.000, 0.000, 0.000],
  "homo_lumo_gap_ev": [6.2, 5.6],
  "multiplicity": 2,
  "e_homo_ev": [-6.12, -5.54]
}


Which one sits at the top of the stability order? P does.


P:
{
  "formula": "C3H11N",
  "method": "ωB97M-V with the def2-TZVPD basis set",
  "symbols": ["C", "C", "H", "H", "H", "H", "H", "H", "C", "N", "H", "H", "H", "H", "H"],
  "xyz": [[-2.38016, 0.64416, 0.06437], [-3.09869, -0.18825, -1.06424], [-3.10433, 0.71253, 0.88041], [-1.34820, 0.23428, 0.35315], [-2.29269, 1.66843, -0.29691], [-4.15816, 0.00473, -1.05281], [-2.88317, -1.24226, -1.04264], [-2.79474, 0.18966, -2.04227], [3.51950, -0.58330, 1.00724], [2.65271, -0.20048, -0.16153], [3.22622, -1.58118, 1.28929], [4.56068, -0.58471, 0.65328], [3.60677, 0.10888, 1.88940], [2.80854, 0.65125, -0.54266], [1.68573, 0.16628, 0.06593]],
  "lowdin_charge": [-0.159, -0.165, 0.050, 0.076, 0.047, 0.049, 0.049, 0.053, -0.175, -0.070, 0.053, 0.063, 0.070, -0.015, 0.073],
  "homo_lumo_gap_ev": 10.6,
  "smiles": "CC.CN",
  "multiplicity": 1,
  "e_homo_ev": -9.62
}


Q:
{
  "formula": "C3H11N",
  "method": "ωB97M-V with the def2-TZVPD basis set",
  "symbols": ["C", "H", "H", "H", "H", "C", "C", "N", "H", "H", "H", "H", "H", "H", "H"],
  "xyz": [[2.78589, -1.05134, 3.90965], [1.82531, -1.63094, 3.81898], [2.99560, -0.08116, 3.44651], [3.47168, -1.82007, 3.47600], [2.85589, -0.98584, 5.00077], [-1.61480, 0.82241, -3.06794], [-1.29913, 0.94080, -1.55414], [-0.77258, -0.26532, -0.91588], [-2.68753, 0.80917, -3.33556], [-1.25266, 1.68390, -3.66711], [-1.21952, -0.10569, -3.48761], [-0.58861, 1.76955, -1.39988], [-2.19601, 1.23812, -0.99763], [-1.28228, -1.06103, -1.29342], [-1.02125, -0.26256, 0.06725]],
  "lowdin_charge": [-0.070, 0.027, 0.016, 0.020, 0.006, -0.108, -0.351, -0.037, 0.064, 0.068, 0.061, 0.097, 0.091, 0.057, 0.058],
  "homo_lumo_gap_ev": 10.3,
  "smiles": "CCN.C",
  "multiplicity": 1,
  "e_homo_ev": -9.23
}


Which one sits at the top of the stability order? Q does.


P:
{
  "formula": "C3H8Si2",
  "method": "ωB97M-V with the def2-TZVPD basis set",
  "symbols": ["C", "C", "C", "Si", "Si", "H", "H", "H", "H", "H", "H", "H", "H"],
  "xyz": [[1.07597, 1.00164, 0.72745], [1.86332, 0.29992, -0.02269], [-0.01692, 0.28532, 0.21197], [-0.56727, -1.09687, 1.33925], [-0.70437, 0.68135, -1.56243], [1.31312, 1.56015, 1.67990], [2.08556, -0.21502, -0.92039], [-1.14568, -2.03277, 0.27109], [-1.75938, -0.95374, 2.23928], [0.27771, -1.80961, 2.35200], [0.38208, 0.18072, -2.45862], [-0.76402, 2.06928, -1.98276], [-2.04012, 0.02962, -1.87404]],
  "lowdin_charge": [-0.351, 0.088, -0.641, 0.585, 0.627, 0.123, 0.052, -0.068, -0.096, -0.074, -0.075, -0.100, -0.070],
  "homo_lumo_gap_ev": 9.0,
  "smiles": "[SiH3]C1([SiH3])C=C1",
  "multiplicity": 1,
  "e_homo_ev": -8.64
}


Q:
{
  "formula": "C3H8Si2",
  "method": "ωB97M-V with the def2-TZVPD basis set",
  "symbols": ["C", "C", "C", "Si", "Si", "H", "H", "H", "H", "H", "H", "H", "H"],
  "xyz": [[-0.28224, -1.48499, 0.35158], [0.87856, -1.04989, 0.80832], [-1.16927, -0.60133, -0.57083], [1.45468, 0.72071, 0.59991], [-0.32069, 1.17843, -0.89142], [-0.82346, -2.41009, 0.51688], [1.49952, -1.72379, 1.36862], [-1.45598, -1.28996, -1.36367], [-1.97290, -0.34392, 0.19728], [1.57072, 1.61446, 1.97471], [2.98307, 0.74480, 0.33465], [-0.48362, 1.25863, -2.40181], [-1.36056, 2.10125, -0.35101]],
  "lowdin_charge": [-0.273, -0.349, -0.376, 0.490, 0.540, 0.095, 0.040, 0.056, 0.075, -0.050, -0.081, -0.078, -0.088],
  "homo_lumo_gap_ev": 10.4,
  "smiles": "C1=C[SiH2][SiH2]C1",
  "multiplicity": 1,
  "e_homo_ev": -9.63
}


Which one sits at the top of the stability order? Q does.


P:
{
  "formula": "CH4N4O",
  "method": "ωB97M-V with the def2-TZVPD basis set",
  "symbols": ["C", "N", "N", "N", "N", "O", "H", "H", "H", "H"],
  "xyz": [[0.98398, 0.20338, -0.33045], [-2.66319, -0.63699, 0.15751], [-0.93023, 1.61682, -0.01498], [-1.55152, -0.86782, -0.05732], [-0.41813, 0.58686, -0.16834], [1.55718, -0.12018, 0.89456], [1.01922, -0.69969, -0.94987], [1.50629, 1.03266, -0.83675], [-1.06051, -1.76850, -0.17109], [1.55691, 0.65345, 1.47675]],
  "lowdin_charge": [-0.268, 0.070, 0.139, -0.134, -0.228, -0.033, 0.116, 0.127, 0.109, 0.103],
  "homo_lumo_gap_ev": 7.8,
  "multiplicity": 1,
  "e_homo_ev": -7.34
}


Q:
{
  "formula": "CH4N4O",
  "method": "ωB97M-V with the def2-TZVPD basis set",
  "symbols": ["C", "N", "N", "N", "N", "O", "H", "H", "H", "H"],
  "xyz": [[0.65834, -0.26634, -0.60575], [-0.92131, 0.74211, 2.09492], [0.29711, 0.51513, 1.79688], [-1.38552, 0.43959, 0.86688], [-0.06947, 0.30972, 0.44566], [0.28692, 0.18989, -1.78242], [1.68768, -0.03593, -0.28496], [0.49179, -1.93401, -0.70994], [-2.11167, -0.14489, 0.45264], [1.06613, 0.18473, -2.27393]],
  "lowdin_charge": [-0.349, -0.038, 0.035, -0.004, -0.164, 0.015, 0.120, 0.163, 0.150, 0.072],
  "homo_lumo_gap_ev": 9.8,
  "multiplicity": 1,
  "e_homo_ev": -9.30
}


Which one sits at the top of the stability order? P does.


P:
{
  "formula": "C5H15N2S",
  "method": "ωB97M-V with the def2-TZVPD basis set",
  "symbols": ["C", "N", "C", "C", "S", "C", "C", "N", "H", "H", "H", "H", "H", "H", "H", "H", "H", "H", "H", "H", "H", "H", "H"],
  "xyz": [[-4.10507, 3.73333, -1.00015], [1.11725, -0.16825, -0.58184], [1.17941, -1.55229, -0.24731], [2.29870, -1.35588, 0.74063], [2.74200, -2.89658, 1.62141], [1.56375, -2.50293, -1.40108], [-3.56939, 2.80387, -0.18622], [-0.34383, 0.83770, 1.46572], [-5.19545, 3.87858, -0.98282], [-3.49131, 4.26377, -1.67898], [0.77349, 0.12601, -1.54891], [0.21176, -1.90504, 0.33402], [3.13674, -0.91051, 0.08238], [1.95368, -0.60620, 1.38780], [3.90168, -2.57099, 2.20079], [2.44768, -2.05907, -1.92153], [0.74128, -2.60797, -2.15449], [1.80359, -3.54368, -1.04117], [-4.20154, 2.22427, 0.48353], [-2.47241, 2.56709, -0.19358], [0.02169, 1.57436, 2.01164], [0.20431, 0.53295, 0.57984], [-0.71802, 0.13747, 2.03032]],
  "lowdin_charge": [-0.070, 0.271, -0.513, -0.550, 0.853, -0.048, -0.098, 0.142, 0.059, 0.028, 0.167, 0.230, 0.137, 0.041, -0.108, 0.105, 0.103, 0.096, 0.038, 0.034, 0.042, 0.018, 0.024],
  "homo_lumo_gap_ev": 3.0,
  "charge": 1,
  "multiplicity": 1,
  "e_homo_ev": -12.16
}


Q:
{
  "formula": "C5H15N2S",
  "method": "ωB97M-V with the def2-TZVPD basis set",
  "symbols": ["C", "N", "C", "C", "S", "C", "N", "C", "H", "H", "H", "H", "H", "H", "H", "H", "H", "H", "H", "H", "H", "H", "H"],
  "xyz": [[1.49658, -0.85350, 1.34151], [-0.96191, 1.30151, 0.58443], [-2.33837, 0.90926, 0.59517], [-2.75245, 0.08644, -0.65036], [-2.08055, -1.60009, -0.48751], [1.73708, 0.05024, 0.12697], [0.59009, 0.01093, -0.71951], [3.00174, -0.32569, -0.65421], [1.34434, -1.87605, 0.99569], [0.60714, -0.52389, 1.86828], [2.36925, -0.84133, 1.98968], [-2.53658, 0.31205, 1.48537], [-3.00000, 1.77751, 0.64421], [-3.83294, 0.03346, -0.74564], [-2.35281, 0.55543, -1.54559], [-2.83327, -2.15650, -1.44877], [1.89441, 1.09165, 0.48735], [-0.85628, 2.29883, 0.40915], [-0.25650, 0.64181, -0.11944], [0.79568, 0.41766, -1.64667], [2.92884, -1.35168, -1.01549], [3.86369, -0.29988, 0.00444], [3.17284, 0.34183, -1.49905]],
  "lowdin_charge": [-0.038, 0.122, -0.291, -0.500, 0.777, -0.468, 0.180, -0.028, 0.092, 0.071, 0.093, 0.119, 0.133, 0.081, 0.077, -0.115, 0.182, 0.117, -0.018, 0.134, 0.095, 0.096, 0.089],
  "homo_lumo_gap_ev": 4.9,
  "charge": 1,
  "multiplicity": 1,
  "e_homo_ev": -12.95
}


Which one sits at the top of the stability order? Q does.